No. 1
DFT (ωB97M-V/def2-TZVPD) results for the ion C3H8NO with charge +1.

Each line ends with the Mulliken charge.
Element x y z (Å)
1 C -0.549 -1.044 0.153  -0.185
2 C -1.788 0.919 -0.227  -0.456
3 C 1.565 0.328 0.365  -0.792
4 N 0.420 -0.148 -0.565  -0.201
5 O -1.740 -0.189 0.291  -0.210
6 H -0.810 -1.762 -0.688  0.319
7 H -0.251 -1.484 1.050  0.340
8 H -2.759 1.458 -0.036  0.338
9 H -0.789 1.318 -0.811  0.414
10 H 2.426 0.391 -0.266  0.391
11 H 1.404 1.262 0.897  0.309
12 H 1.947 -0.375 1.167  0.356
13 H 0.925 -0.674 -1.332  0.378

Calculated values
- LUMO level (spin up / spin down) (eV) = -3.606 / -9.325
- multiplicity = 3
- gap between HOMO and LUMO (spin up / spin down) (eV) = 7.84 / 7.33
- total charge = +1
- energy above the lowest of the compared OMol25 structures with the same formula, charge and spin (eV) = 1.6375


No. 2
DFT (ωB97M-V/def2-TZVPD) results for a structure of composition C22H35N6O4Ti.

Each line ends with the Mulliken charge.
Element x y z (Å)
1 Ti 0.426 0.801 0.019  -0.944
2 C 4.370 -1.038 -0.841  -1.705
3 C 3.095 -0.270 -0.887  0.588
4 N 2.500 0.179 0.166  0.461
5 C 3.120 0.133 1.478  -1.134
6 C 2.267 0.952 2.461  -0.948
7 N 1.433 1.918 1.713  -0.082
8 C 0.464 2.659 2.539  -0.875
9 C -0.834 1.873 2.633  -0.764
10 N -1.323 1.499 1.294  0.231
11 C -2.159 2.493 0.590  -0.993
12 C -1.341 3.346 -0.374  -0.561
13 N -0.410 2.479 -1.075  0.558
14 C -0.274 2.508 -2.372  0.923
15 C -1.042 3.422 -3.275  -2.048
16 C 0.723 1.579 -2.864  0.743
17 C 1.133 1.409 -4.178  -0.818
18 C 2.176 0.540 -4.460  -1.075
19 C 2.850 -0.087 -3.408  -0.786
20 C 2.414 0.119 -2.119  0.489
21 N 1.305 0.869 -1.859  0.886
22 H 4.220 -1.928 -0.226  0.292
23 H 5.162 -0.444 -0.379  0.334
24 H 4.708 -1.345 -1.826  0.428
25 H 4.128 0.556 1.417  0.745
26 H 3.209 -0.897 1.827  0.319
27 H 2.901 1.469 3.186  0.564
28 H 1.593 0.296 3.004  0.310
29 H 2.050 2.581 1.254  0.360
30 H 0.284 3.622 2.063  0.340
31 H 0.853 2.859 3.542  0.459
32 H -1.582 2.447 3.188  0.551
33 H -0.651 0.946 3.178  0.271
34 H -1.861 0.642 1.355  0.086
35 H -2.703 3.122 1.301  0.432
36 H -2.891 1.927 0.013  0.309
37 H -0.770 4.103 0.171  0.151
38 H -2.023 3.881 -1.036  0.614
39 H -2.106 3.178 -3.249  0.391
40 H -0.710 3.340 -4.305  0.419
41 H -0.927 4.462 -2.968  0.389
42 H 0.653 1.954 -4.978  0.312
43 H 2.498 0.388 -5.480  0.450
44 H 3.717 -0.700 -3.604  0.365
45 O 1.699 -2.484 0.919  -0.674
46 C 0.578 -2.061 1.125  0.096
47 O 0.214 -0.864 1.459  -0.483
48 C -0.578 -3.047 0.951  0.286
49 N -1.826 -2.484 1.579  0.507
50 C -2.635 -3.612 2.146  -0.501
51 C -1.903 -4.874 1.690  -0.598
52 C -0.447 -4.424 1.583  -0.813
53 H -0.765 -3.128 -0.122  0.196
54 H -2.271 -1.856 0.857  0.137
55 H -1.496 -1.815 2.277  0.342
56 H -3.662 -3.537 1.798  0.303
57 H -2.626 -3.517 3.230  0.347
58 H -2.269 -5.186 0.710  0.299
59 H -2.057 -5.698 2.383  0.410
60 H 0.168 -5.082 0.975  0.324
61 H 0.021 -4.345 2.568  0.367
62 C -3.665 -1.036 -1.133  -0.907
63 O -2.546 -0.693 -0.305  -0.678
64 C -1.297 -0.304 -1.063  0.689
65 O -1.410 -0.432 -2.245  -0.556
66 H -3.436 -1.888 -1.773  0.278
67 H -3.941 -0.198 -1.771  0.296
68 H -4.493 -1.275 -0.467  0.300

Calculated values
- LUMO level (spin up / spin down) (eV) = -2.434 / -2.677
- multiplicity = 3
- gap between HOMO and LUMO (spin up / spin down) (eV) = 5.82 / 8.19
- total charge = +1
- energy above the lowest of the compared OMol25 structures with the same formula, charge and spin (eV) = 0.3758


No. 3
DFT (ωB97M-V/def2-TZVPD) results for a cluster of 2 separate species, C3H5NO2 in total.

Each line ends with the Mulliken charge.
Element x y z (Å)
1 O -1.662 0.192 0.931  -0.551
2 C -0.898 0.659 0.114  -0.152
3 C 0.560 0.537 0.238  -0.117
4 O -0.269 -1.766 -0.312  -0.669
5 C 1.419 0.610 -0.941  0.295
6 N 2.138 0.756 -1.837  -0.380
7 H -0.968 -1.386 0.248  0.358
8 H -1.187 1.334 -0.708  0.406
9 H 0.313 1.584 0.695  0.218
10 H 0.940 -0.142 1.003  0.283
11 H 0.214 -2.358 0.271  0.310

Calculated values
- LUMO level (eV) = 0.515
- gap between HOMO and LUMO (eV) = 11.35
- SMILES = N#CCC=O.O
- energy above the lowest of the compared OMol25 structures with the same formula, charge and spin (eV) = 2.5834


No. 4
DFT (ωB97M-V/def2-TZVPD) results for a cluster of 2 separate species, C2HN3OS in total.

Each line ends with the Mulliken charge.
Element x y z (Å)
1 C -0.780 -1.588 2.087  0.455
2 C -0.229 -1.059 -1.371  0.574
3 N 0.239 -1.620 2.780  0.475
4 N 1.222 -1.416 3.368  -0.653
5 N -1.192 -1.224 -2.100  -0.457
6 O 0.588 -0.793 -0.617  -0.381
7 S -2.135 -1.697 1.287  -0.293
8 H -1.998 -1.768 -2.297  0.280

Calculated values
- LUMO level (spin up / spin down) (eV) = -1.666 / -1.664
- gap between HOMO and LUMO (spin up / spin down) (eV) = 6.71 / 6.67
- energy above the lowest of the compared OMol25 structures with the same formula, charge and spin (eV) = 1.0324


No. 5
DFT (ωB97M-V/def2-TZVPD) results for the molecule C5H8O2.

Each line ends with the Mulliken charge.
Element x y z (Å)
1 O 2.514 0.274 0.560  -0.519
2 C 1.635 -0.509 -0.220  -0.803
3 C 0.203 -0.299 0.166  -0.197
4 C -0.552 1.009 -0.065  -0.337
5 C -1.954 0.426 -0.097  -0.713
6 C -2.039 -0.865 0.225  0.567
7 O -2.221 -1.987 0.506  -0.424
8 H 2.649 1.105 0.093  0.306
9 H 1.890 -1.562 -0.038  0.317
10 H 1.752 -0.325 -1.296  0.368
11 H 0.115 -0.550 1.240  0.273
12 H -0.429 1.750 0.736  0.260
13 H -0.238 1.476 -1.009  0.302
14 H -0.432 -0.881 -0.572  0.255
15 H -2.894 0.938 -0.231  0.346

Calculated values
- LUMO level (eV) = 0.761
- gap between HOMO and LUMO (eV) = 9.60
- SMILES = O=C=CCCCO
- energy above the lowest of the compared OMol25 structures with the same formula, charge and spin (eV) = 2.4158


No. 6
DFT (ωB97M-V/def2-TZVPD) results for a structure of composition C16H19N4O4Pt.

Each line ends with the Mulliken charge.
Element x y z (Å)
1 Pt -0.545 -0.638 -0.372  0.470
2 C 2.997 -3.553 2.693  -1.244
3 C 2.259 -2.415 2.012  0.684
4 O 1.647 -2.665 0.942  -0.785
5 C 2.326 -1.145 2.556  -0.942
6 C 1.821 0.058 1.996  1.020
7 C 2.414 1.283 2.685  -1.107
8 N 0.964 0.262 1.007  -0.230
9 N 0.965 1.664 0.726  -0.430
10 C 0.003 2.056 -0.024  0.356
11 O -0.924 1.302 -0.518  -0.756
12 C -0.082 3.503 -0.375  0.314
13 C -0.861 3.889 -1.461  -0.424
14 C -0.948 5.229 -1.814  -0.576
15 C -0.264 6.190 -1.083  -0.330
16 C 0.511 5.806 0.005  -0.615
17 C 0.603 4.469 0.356  -0.239
18 H 2.504 -4.496 2.458  0.328
19 H 3.044 -3.419 3.774  0.366
20 H 4.018 -3.604 2.309  0.272
21 H 2.931 -1.025 3.444  0.119
22 H 3.085 0.969 3.482  0.357
23 H 1.626 1.913 3.098  0.283
24 H 2.958 1.900 1.974  0.268
25 H -1.389 3.122 -2.015  0.515
26 H -1.553 5.523 -2.664  0.379
27 H -0.335 7.236 -1.357  0.353
28 H 1.045 6.553 0.580  0.370
29 H 1.206 4.150 1.196  0.392
30 C -2.241 -4.494 -1.265  -1.504
31 C -1.793 -3.069 -1.181  0.604
32 N -0.910 -2.681 -0.320  0.096
33 O -0.502 -3.674 0.526  -0.615
34 C -2.299 -2.076 -2.085  0.372
35 C -3.266 -2.317 -3.197  -1.497
36 N -1.779 -0.882 -1.914  0.517
37 O -2.023 0.059 -2.705  -0.737
38 H -1.442 -5.154 -0.937  0.413
39 H -2.534 -4.740 -2.284  0.372
40 H -3.100 -4.666 -0.611  0.261
41 H 0.412 -3.339 0.830  0.504
42 H -3.951 -3.130 -2.959  0.403
43 H -2.762 -2.555 -4.140  0.254
44 H -3.833 -1.402 -3.366  0.386

Calculated values
- LUMO level (eV) = 2.985
- gap between HOMO and LUMO (eV) = 7.00
- total charge = -1
- energy above the lowest of the compared OMol25 structures with the same formula, charge and spin (eV) = 0.1070


No. 7
DFT (ωB97M-V/def2-TZVPD) results for the molecule C4H7I2P.

Each line ends with the Mulliken charge.
Element x y z (Å)
1 C -0.870 -0.383 0.007  -0.355
2 C 0.040 -0.072 1.169  -0.880
3 C -0.259 0.387 -1.242  -0.703
4 C 1.181 -0.164 -1.329  -0.837
5 P 1.861 -0.189 0.539  0.118
6 I -0.234 2.510 -1.071  0.130
7 I 1.103 -2.384 -2.059  0.018
8 H -0.789 -1.415 -0.414  0.284
9 H -1.908 0.026 0.132  0.266
10 H -0.119 0.933 1.423  0.414
11 H -0.120 -0.770 1.916  0.458
12 H -0.591 0.071 -2.193  0.523
13 H 1.684 0.369 -2.175  0.553
14 H 2.055 1.136 0.439  0.011

Calculated values
- LUMO level (eV) = -0.336
- gap between HOMO and LUMO (eV) = 9.11
- SMILES = I[C@@H]1CCP[C@H]1I
- energy above the lowest of the compared OMol25 structures with the same formula, charge and spin (eV) = 1.0696


No. 8
DFT (ωB97M-V/def2-TZVPD) results for a cluster of 9 separate species, C25H63Br2N3O11 in total.

Each line ends with the Mulliken charge.
Element x y z (Å)
1 C -0.419 1.731 3.507  -0.552
2 N 0.606 1.744 4.636  0.978
3 O 1.766 1.975 4.441  -0.555
4 O 0.117 1.428 5.712  -0.570
5 H -0.584 0.706 3.175  0.144
6 H 0.002 2.371 2.732  0.226
7 H -1.408 2.141 3.710  0.341
8 C -1.639 -2.158 -3.436  -0.526
9 N -2.522 -3.250 -2.818  0.936
10 O -2.948 -4.115 -3.619  -0.586
11 O -2.872 -3.182 -1.651  -0.491
12 H -0.766 -1.967 -2.812  -0.101
13 H -2.239 -1.284 -3.687  0.374
14 H -1.334 -2.470 -4.435  0.358
15 C 3.160 -3.572 4.545  -0.998
16 N 2.635 -3.504 3.136  0.629
17 O 2.956 -4.432 2.352  -0.790
18 O 1.770 -2.624 2.944  -0.574
19 H 2.395 -3.713 5.308  0.286
20 H 3.580 -2.601 4.808  0.238
21 H 3.972 -4.295 4.624  0.305
22 Br 2.987 -0.804 0.163  -0.078
23 C 1.069 -0.803 0.227  0.803
24 C 0.467 0.556 -0.386  -0.701
25 Br -1.531 0.694 -0.311  -0.244
26 H 0.788 -0.946 1.271  0.309
27 H 0.713 -1.623 -0.396  -0.919
28 H 0.735 0.558 -1.442  0.236
29 H 0.808 1.533 -0.044  0.536
30 C 2.814 1.001 -4.767  -0.945
31 C 1.401 1.658 -4.812  -0.266
32 O 1.236 2.575 -3.667  -0.191
33 C -0.114 3.080 -3.687  -0.138
34 C -0.145 4.364 -2.931  -1.125
35 H 3.513 1.834 -4.838  0.352
36 H 2.914 0.619 -3.751  -0.013
37 H 3.063 0.176 -5.434  0.385
38 H 1.280 2.134 -5.786  0.397
39 H 0.806 0.756 -4.669  0.172
40 H -0.636 3.130 -4.643  0.411
41 H -0.678 2.274 -3.218  0.143
42 H 0.659 4.406 -2.196  0.243
43 H -1.084 4.355 -2.379  0.257
44 H -0.129 5.225 -3.599  0.337
45 C -4.775 -5.984 2.004  -1.129
46 C -4.824 -4.576 2.650  -0.372
47 O -3.577 -4.023 2.388  -0.162
48 C -3.195 -3.051 3.409  -0.633
49 C -1.801 -2.427 3.190  -0.465
50 H -5.749 -6.474 2.003  0.402
51 H -4.579 -5.833 0.942  0.243
52 H -4.080 -6.590 2.586  0.273
53 H -5.621 -3.944 2.259  0.321
54 H -5.025 -4.640 3.719  0.341
55 H -3.978 -2.296 3.336  0.324
56 H -3.164 -3.309 4.468  0.339
57 H -1.049 -3.111 3.583  0.275
58 H -1.810 -1.480 3.730  0.191
59 H -1.644 -2.197 2.136  0.025
60 C -2.668 3.842 0.682  -0.373
61 C -4.203 3.943 0.572  -0.253
62 O -4.580 4.957 1.602  -0.317
63 C -5.975 5.322 1.612  -0.325
64 C -6.393 6.050 0.287  -1.067
65 H -2.416 3.146 1.483  -0.038
66 H -2.377 3.458 -0.296  -0.063
67 H -2.191 4.821 0.701  0.394
68 H -4.512 4.045 -0.468  0.284
69 H -4.601 2.992 0.928  0.231
70 H -6.656 4.475 1.693  0.293
71 H -6.142 6.017 2.436  0.283
72 H -6.289 5.488 -0.642  0.302
73 H -6.063 7.080 0.153  0.291
74 H -7.425 6.355 0.457  0.386
75 C 4.914 1.403 1.888  -1.058
76 C 5.665 1.360 0.541  -0.127
77 O 5.151 2.507 -0.127  -0.244
78 C 5.627 2.734 -1.417  -0.218
79 C 4.938 3.991 -1.895  -1.001
80 H 5.181 0.600 2.575  0.403
81 H 4.993 2.326 2.463  0.344
82 H 3.871 1.277 1.599  0.079
83 H 6.723 1.502 0.759  0.300
84 H 5.468 0.506 -0.107  0.163
85 H 6.654 3.061 -1.255  0.273
86 H 5.480 1.944 -2.153  0.288
87 H 5.065 4.743 -1.116  0.353
88 H 3.911 3.792 -2.200  0.037
89 H 5.376 4.265 -2.855  0.379
90 C -0.308 -4.517 -0.117  -0.973
91 C 1.149 -4.326 -0.523  -0.373
92 O 1.117 -3.502 -1.666  -0.125
93 C 2.381 -3.428 -2.265  -0.723
94 C 2.404 -2.128 -3.085  -0.340
95 H -0.385 -5.076 0.816  0.478
96 H -0.618 -3.485 0.045  -0.046
97 H -0.877 -5.066 -0.867  0.250
98 H 1.693 -3.869 0.304  0.224
99 H 1.736 -5.232 -0.672  0.537
100 H 3.132 -3.395 -1.475  0.391
101 H 2.502 -4.294 -2.915  0.392
102 H 1.494 -1.976 -3.665  0.108
103 H 3.310 -2.181 -3.689  0.455
104 H 2.449 -1.275 -2.407  -0.256

Calculated values
- LUMO level (spin up / spin down) (eV) = 1.952 / 1.952
- multiplicity = 2
- gap between HOMO and LUMO (spin up / spin down) (eV) = 3.02 / 6.42
- total charge = -1
- energy above the lowest of the compared OMol25 structures with the same formula, charge and spin (eV) = 0.5352